DFT (ωB97M-V/def2-TZVPD) results for a structure of composition C37H80BCl26N3O8P2Si2 at a distorted geometry.

Each line ends with the Löwdin charge.
Geometry (Å):
1 Cl -1.54563 5.32707 -0.64294  0.6062
2 Cl 0.27611 -2.27342 6.42316  0.5317
3 Cl -4.90554 8.36407 -1.77596  0.5487
4 Cl -0.10342 7.23385 8.49934  0.5270
5 Cl -0.46306 -4.84310 2.37814  0.5577
6 Cl -5.60031 -3.74029 -1.56200  0.5552
7 Cl -0.78171 -3.92664 -0.89029  0.6142
8 Cl 0.39359 -1.55973 -5.42531  0.5950
9 Cl 0.44385 3.30958 -2.53874  0.6026
10 Cl -9.37181 -11.21677 -1.30085  0.5478
11 Cl 4.33456 -4.33506 7.36132  0.5490
12 Cl 1.95433 -5.27363 5.10541  0.6703
13 Cl -9.67907 -10.30575 -4.57848  0.5562
14 Cl -7.35339 10.48602 -5.90354  0.5357
15 Cl -5.76389 5.43794 -0.24616  0.5409
16 Cl -1.78525 2.08370 -7.14773  0.5178
17 Cl -2.87728 1.46381 -3.55759  0.5384
18 Cl -2.25694 -4.52077 5.99826  0.5315
19 Cl 0.74432 4.34757 -6.80188  0.5323
20 Cl -4.28222 10.52297 -7.39234  0.5355
21 Cl -5.28499 -4.65575 1.70997  0.6047
22 Cl -6.37092 -8.59055 -1.14157  0.5399
23 Cl -3.40955 4.40852 -5.20379  0.5338
24 Cl 2.01082 -3.98173 -3.62639  0.6169
25 Cl 2.22886 4.84869 9.22548  0.5333
26 Cl -7.95958 -6.14370 -2.90664  0.5821
27 P 8.91960 1.47400 -0.69875  0.3960
28 P 8.81048 -0.58092 -1.40605  0.6485
29 Si 4.30889 0.07864 -0.54922  0.4555
30 Si 6.70087 -1.33845 -1.36428  0.3010
31 O 7.63727 2.29674 -0.87146  -0.3800
32 O 4.20380 4.42638 5.43747  -0.0026
33 O 9.43753 1.57509 0.94968  -0.2381
34 O 6.29881 1.42119 1.73824  0.0633
35 O 6.59939 -2.52367 -2.64389  -0.1655
36 O 10.13680 2.29551 -1.61542  -0.2289
37 O 5.70408 0.03926 -1.58091  -0.3058
38 O 5.86562 -0.30851 3.48471  0.0550
39 N 4.68029 3.34462 3.37332  -0.1530
40 N 8.13956 -4.46477 -1.76913  0.1506
41 N 2.90920 -0.79702 -1.25411  -0.0985
42 C -0.55434 -4.88518 6.37929  -0.7441
43 C 2.43981 2.19240 0.38011  -0.2439
44 C -6.88296 -4.36871 -0.49714  -0.7057
45 C 3.73297 3.66940 2.24910  -0.1621
46 C 1.64925 -2.67570 -6.01542  -0.6428
47 C 5.84564 4.29273 3.28467  -0.1026
48 C -6.70908 -3.91501 0.93840  -0.6366
49 C -10.79354 -10.47852 -2.07878  -0.6581
50 C -4.67301 6.69739 0.38563  -0.6721
51 C -3.57539 2.95821 -2.88402  -0.6671
52 C -6.80126 -8.62515 -2.86983  -0.6706
53 C -1.88909 -4.10440 1.60791  -0.6601
54 C -0.09714 5.81137 -1.55977  -0.6242
55 C -4.62618 10.57950 -5.64621  -0.6697
56 C 3.82657 -5.99697 6.97036  -0.6567
57 C 3.04678 2.23699 5.23163  0.0039
58 C 1.56838 -4.03615 -5.35213  -0.6383
59 C 0.07156 -3.82836 7.26811  -0.6823
60 C 1.51538 7.06263 7.77565  -0.6666
61 C 0.55909 2.80412 -5.92878  -0.6807
62 C 3.76698 1.94178 -0.48912  -0.2111
63 C 0.05469 5.02122 -2.84339  -0.6298
64 C 1.78245 -2.73705 0.08982  -0.1720
65 C 1.93435 5.61238 7.64286  -0.6758
66 C 2.92666 -2.25722 -0.92689  -0.3501
67 C -10.96346 -10.93343 -3.51500  -0.6527
68 C 7.40852 -3.60114 -2.18032  -0.3527
69 C -4.40710 3.71369 -3.90073  -0.6445
70 C 4.56368 -0.59921 1.22139  -0.1460
71 C -6.70642 -7.25545 -3.51010  -0.6312
72 C -5.84981 9.76544 -5.27609  -0.6774
73 C -0.07732 1.73193 -6.78905  -0.6653
74 C -2.06501 -4.55784 0.17296  -0.6438
75 C 2.69553 2.48572 1.94033  -0.1748
76 C 3.45025 -6.15230 5.51062  -0.6084
77 C 4.02503 3.41246 4.68639  -0.3607
78 C -5.10535 8.08959 -0.02742  -0.6540
79 B 5.60067 0.23482 2.14634  -0.6052
80 H -0.02531 2.99473 -5.02692  -0.0072
81 H 0.56513 -4.45961 -5.42920  0.0707
82 H -4.68827 6.61136 1.47418  0.0771
83 H -5.73190 -6.79609 -3.33236  0.0689
84 H 4.83080 -1.72596 1.24206  0.0774
85 H 10.76331 2.69046 -0.96138  0.0688
86 H 2.80992 2.36150 6.34363  0.0906
87 H -7.57897 -4.21097 1.52829  0.0746
88 H 5.53757 5.38087 3.46303  0.0969
89 H 3.52386 1.20210 5.03178  0.0863
90 H 0.45095 1.61320 -7.73723  0.0700
91 H 4.24333 -5.79388 4.85163  0.0729
92 H 1.67793 2.82196 2.38343  0.1128
93 H -10.69128 -9.39359 -2.01144  0.0703
94 H 2.94214 1.49885 2.48305  0.0978
95 H -4.91873 4.54792 -3.41550  0.0572
96 H -5.78130 8.74361 -5.65409  0.0709
97 H -7.83070 -3.99730 -0.89177  0.0603
98 H 0.71999 -2.37647 -0.16790  0.0050
99 H -5.95092 9.72008 -4.18934  0.0313
100 H -6.88496 -5.45655 -0.57671  0.0103
101 H -0.00890 -4.99184 5.43496  -0.0949
102 H -4.20181 2.66201 -2.03997  0.0706
103 H -6.85039 -7.33982 -4.58922  0.0745
104 H 3.27079 -7.20542 5.28438  0.0769
105 H -1.78622 -3.01961 1.67543  0.0782
106 H 1.77176 -3.89334 0.04111  0.0590
107 H -2.06672 -5.64658 0.09227  0.0747
108 H 1.47150 7.52661 6.78816  0.0711
109 H -0.05434 0.77387 -6.26499  -0.0160
110 H 2.73052 -2.81924 -1.92414  -0.0150
111 H 1.56041 2.49112 -5.62519  0.0742
112 H -5.16204 3.07152 -4.35836  0.0718
113 H 2.07051 2.36421 4.63189  0.0821
114 H 1.06639 -4.14968 7.58319  0.0358
115 H -11.91079 -10.56269 -3.91186  0.0731
116 H -3.01366 -4.18684 -0.22006  0.0158
117 H -3.74734 10.17841 -5.13694  0.0694
118 H 3.51214 2.19588 -1.59198  0.0874
119 H 4.36463 4.00549 1.36244  0.1200
120 H 6.78422 1.71765 2.55238  0.1027
121 H -2.75751 3.57139 -2.50124  0.0065
122 H 2.26647 -4.72437 -5.83339  0.0731
123 H 1.94891 3.15067 -0.04907  0.0741
124 H 6.34670 4.26577 2.24526  0.1046
125 H -3.66252 6.47281 0.04049  -0.0227
126 H -0.52796 -3.65063 8.16298  0.0699
127 H 4.66937 -6.64940 7.20769  0.0729
128 H 1.17957 5.02312 7.11853  0.0684
129 H 9.23413 -0.60835 -2.79153  -0.0774
130 H -0.20662 6.87315 -1.78967  0.0785
131 H 2.22105 7.62878 8.38633  0.0692
132 H -7.80582 -9.04160 -2.95959  -0.0024
133 H 2.86871 5.54534 7.08109  0.0443
134 H 6.55780 -2.02735 -0.08954  0.0204
135 H 2.99638 -6.26045 7.62881  0.0674
136 H -6.60567 -2.83038 1.00637  0.0712
137 H -0.85458 5.05847 -3.44782  0.0507
138 H 1.49769 -2.78089 -7.09172  0.0741
139 H -6.10428 -9.31130 -3.35551  0.0784
140 H 3.92419 -2.65588 -0.53377  0.0890
141 H -4.49148 8.83474 0.48267  0.0740
142 H -2.75651 -4.40017 2.19873  0.0050
143 H 0.77149 5.69253 -0.90921  0.0671
144 H -0.54337 -5.85162 6.88826  0.0759
145 H 2.00955 -0.43263 -0.91217  0.0585
146 H 6.67055 4.05149 4.04853  0.1040
147 H -10.96456 -12.02215 -3.59319  0.0698
148 H 8.93375 0.93229 1.49765  0.0533
149 H 3.12709 4.59540 2.58796  0.1366
150 H 0.87442 5.43099 -3.43734  0.0790
151 H 1.63322 1.37228 0.24116  0.1093
152 H 2.62190 -2.20733 -5.85316  0.0724
153 H 5.78940 0.40313 4.15929  0.0862
154 H -4.73899 11.62592 -5.35669  0.0688
155 H -6.14980 8.27765 0.22807  0.0707
156 H 4.66134 2.59586 -0.21583  0.0751
157 H -11.66522 -10.77489 -1.49169  0.0727
158 H 2.08268 -2.49598 1.18171  0.0760
159 H 3.53342 -0.53527 1.74937  0.0955

E_tot in a.u.: -15475.754486
E_LUMO in eV: -0.063
Charge: 0
Strongest force on any atom in eV/Å: 5.59
Frontier orbital gap in Eh: 0.327